No. 1
179
Properties=species:S:1:pos:R:3:forces:R:3 method="wB97M-V/def2-TZVPD" e_homo_ha=-0.1821 energy_ev=-147987.3142 charge=-1 orbital_gap_ev=4.964 largest_force_ha_per_bohr=0.099 spin_multiplicity=1
Hg -10.726150 5.007320 -12.967560 1.972 -0.401 0.729
O -10.757940 3.769770 -11.187320 -0.248 -0.445 0.928
H -11.028680 3.072060 -10.559270 0.050 0.750 -0.933
O -8.459460 5.231320 -13.090590 0.036 -0.072 -0.104
H -7.737700 5.589430 -13.643170 -1.148 -0.120 0.093
C -15.118140 5.348620 -15.203530 2.851 0.369 2.359
F -14.537580 6.548700 -15.718980 -1.726 -2.696 0.938
F -16.408860 5.321770 -15.220730 -1.938 1.333 -0.541
F -14.760440 4.272700 -15.910930 0.820 0.586 -0.373
S -14.642550 5.070250 -13.262840 3.623 -3.500 -0.669
O -14.937050 3.608970 -13.074160 -0.482 2.447 -0.657
O -13.164510 5.259410 -13.092800 -3.193 0.601 -0.669
O -15.479340 5.990010 -12.553180 -0.730 0.814 0.088
C -16.744240 5.255380 -9.467180 -3.435 -0.632 -0.215
O -17.913190 4.883850 -9.263310 1.014 0.351 -0.146
N -15.777970 5.114560 -8.576250 1.188 -0.419 1.371
C -14.421270 5.371020 -9.035340 1.328 -0.297 0.987
C -15.992580 4.466780 -7.242030 0.852 -0.693 0.325
H -16.528190 5.734560 -10.434600 0.656 -0.075 0.311
H -14.335520 5.725160 -10.062640 -0.460 0.022 0.113
H -13.758330 4.510670 -8.943680 -0.402 -0.691 -0.375
H -13.864190 6.026550 -8.365980 -0.428 0.754 0.051
H -15.760650 3.404680 -7.163030 -0.162 -0.560 -1.309
H -15.250220 4.727170 -6.487570 0.199 1.305 -0.339
H -16.949900 4.496780 -6.721710 -0.294 0.861 -0.953
C -18.431590 -0.031460 -11.998140 0.894 -1.675 0.407
O -18.162800 -0.948370 -11.195390 0.287 1.899 -1.541
N -17.616880 0.549940 -12.947560 0.540 0.513 -1.313
C -18.162630 1.562060 -13.953530 0.189 -1.072 2.169
C -16.159000 0.287190 -13.175250 -0.637 -0.476 1.337
H -19.477810 0.311460 -12.002400 0.179 0.492 -0.382
H -17.931820 2.553730 -13.564380 -0.206 0.135 -0.123
H -19.230990 1.346130 -13.961790 -0.041 0.484 -0.496
H -17.681230 1.478240 -14.927860 -0.161 -0.384 0.102
H -15.590910 1.204020 -13.332710 -0.391 0.303 0.044
H -15.757430 -0.185480 -12.278910 -0.068 -0.019 0.017
H -15.938150 -0.392440 -13.998300 -0.492 0.060 -0.086
C -11.031310 6.675790 -16.004110 -0.029 -3.082 1.636
O -11.255100 6.384530 -14.784010 0.076 1.675 -4.444
N -11.031560 5.749120 -17.064240 -1.663 -0.386 3.209
C -11.861270 4.472860 -17.037790 0.470 1.693 0.019
C -10.353640 6.029210 -18.256630 0.817 1.020 -0.541
H -10.729890 7.670000 -16.368670 -0.040 -0.033 0.424
H -12.396220 4.407880 -16.090320 0.385 -0.007 -0.073
H -11.301290 3.560020 -17.240870 0.440 0.180 0.288
H -12.584110 4.608580 -17.842270 -0.125 -0.044 0.062
H -9.937000 7.036080 -18.229830 -0.374 0.373 0.014
H -9.426240 5.459110 -18.311550 -0.203 -0.696 -0.549
H -11.032110 5.964310 -19.107250 0.273 -0.248 -0.302
C -14.122450 9.798620 -16.178610 1.526 0.207 -2.139
O -13.207450 10.420260 -16.742910 -0.886 -0.783 0.682
N -14.805240 10.247110 -15.145850 -0.806 -0.610 1.698
C -15.939180 9.491040 -14.587290 -0.800 -0.106 0.709
C -14.379390 11.463040 -14.460280 -2.098 0.759 -0.332
H -14.487540 8.827470 -16.547100 0.132 0.004 -0.035
H -16.916650 9.827260 -14.933150 0.005 1.092 0.239
H -15.892310 9.453420 -13.498950 -0.024 0.710 0.123
H -16.158920 8.434700 -14.742090 1.644 -0.435 -1.014
H -15.290930 11.995930 -14.189670 -0.462 -0.098 0.206
H -13.901050 11.338240 -13.488830 0.730 -0.234 -0.539
H -13.986170 12.176130 -15.184840 0.991 -0.512 0.282
C -11.890880 2.046370 -13.983370 0.708 0.737 1.197
O -11.138710 3.002390 -14.137110 -0.403 -0.866 -1.145
N -11.479170 0.782030 -13.825610 2.137 -1.563 0.180
C -12.468640 -0.256630 -13.605280 0.385 -0.720 -0.873
C -9.998080 0.384750 -13.929110 -0.583 0.441 0.042
H -12.967200 2.168270 -13.786220 -0.079 0.104 -0.275
H -13.355820 0.092840 -13.077190 0.111 0.116 -0.179
H -12.071650 -1.132630 -13.092320 0.314 0.375 0.525
H -12.692050 -0.681200 -14.584020 -0.713 -0.019 -0.160
H -9.576490 -0.169630 -13.090640 -0.688 0.801 1.083
H -9.678990 -0.370580 -14.647280 -1.172 0.165 -1.178
H -9.414820 1.281600 -14.137850 -0.223 0.007 0.321
C -11.130880 7.638860 -10.727110 -1.401 1.184 1.541
O -10.657780 7.097860 -11.662820 0.995 -0.744 -2.015
N -12.098140 8.605430 -10.794770 0.487 1.138 0.690
C -12.755240 9.092180 -9.583610 0.088 0.823 -0.546
C -12.789980 8.954510 -12.024670 -0.842 -1.225 -0.722
H -10.832490 7.388710 -9.697260 -0.064 0.148 0.166
H -13.707730 8.596710 -9.395540 0.109 -0.403 0.284
H -13.023510 10.137610 -9.735960 -0.029 0.152 -0.241
H -12.096640 9.159610 -8.717700 0.013 -0.732 -0.035
H -12.294150 8.773050 -12.978250 0.687 -0.631 0.493
H -13.650770 8.286730 -11.989780 -0.504 0.086 -0.660
H -13.169310 9.962570 -12.192040 0.313 0.318 1.194
C -16.412140 -2.943600 -15.538270 0.179 -0.522 1.160
O -16.739950 -4.082480 -15.347350 -0.284 -1.305 0.009
N -16.384170 -2.325070 -16.708600 0.613 1.303 -0.439
C -16.265120 -0.861930 -16.624510 0.025 0.295 -1.099
C -16.643460 -3.007180 -17.963560 -0.453 -0.067 -0.971
H -16.067590 -2.319330 -14.699360 -0.081 0.210 -0.021
H -16.066300 -0.551970 -17.650420 -0.820 0.517 0.008
H -15.463190 -0.346870 -16.095610 0.869 -1.218 0.366
H -17.108890 -0.405990 -16.106550 -0.621 -0.031 -0.836
H -16.153500 -2.515990 -18.804260 0.602 0.080 0.306
H -16.403230 -4.070250 -17.980230 0.584 0.207 0.618
H -17.665990 -3.035230 -18.340050 -0.630 0.431 0.727
C -14.990440 5.734270 -18.754580 3.061 -0.249 2.024
O -14.037660 6.424100 -18.331130 -1.854 -0.696 -1.143
N -15.541170 5.787310 -19.944330 -2.194 1.352 -2.017
C -16.845190 5.146850 -20.267310 0.633 -0.329 0.165
C -15.156140 6.834480 -20.893040 0.666 0.377 -0.049
H -15.280240 4.819590 -18.214610 -0.449 0.238 0.346
H -17.737940 5.692790 -19.962270 0.264 0.633 -0.028
H -16.966170 4.179520 -19.779730 0.455 -0.129 -0.028
H -16.857500 5.016370 -21.349400 -0.128 -0.129 0.071
H -14.379950 7.494560 -20.505830 0.409 -0.657 0.337
H -14.788870 6.354250 -21.800000 -0.070 0.189 -0.127
H -15.905420 7.586550 -21.140180 -0.760 -0.622 -0.102
C -15.779350 11.763470 -18.502590 0.264 0.757 0.650
C -15.575790 10.539350 -19.095680 -1.275 -2.345 -0.547
C -16.539650 9.496290 -18.982940 0.804 0.714 1.101
C -17.603980 9.687810 -18.102110 0.311 0.515 -1.463
C -17.788420 10.920930 -17.562320 -0.763 3.430 0.910
C -16.941640 12.019610 -17.780360 1.104 -2.134 -0.111
N -18.663750 8.725150 -17.958780 -1.707 -0.788 3.026
O -19.348530 8.746730 -16.903500 1.298 0.582 -1.447
O -18.863800 7.897140 -18.800940 0.435 -0.486 -1.288
H -14.997300 12.505470 -18.437490 0.187 0.038 -0.551
H -14.721440 10.199380 -19.662160 0.438 0.757 0.114
H -16.327350 8.509670 -19.367540 -0.142 0.124 -0.188
H -18.626270 11.313760 -17.005450 -0.602 -1.318 0.300
H -17.052790 12.933070 -17.214990 -0.289 0.082 -0.237
C -19.643740 6.051760 -12.783010 0.924 1.586 0.749
C -20.998590 6.144480 -12.535700 -0.957 0.432 0.607
C -21.659970 7.348250 -12.203470 2.578 -0.823 -0.672
C -20.794380 8.463550 -12.140380 -1.269 -0.249 0.531
C -19.415900 8.468650 -12.324300 0.000 -2.448 0.118
C -18.825660 7.213290 -12.676620 -1.456 0.229 -0.014
N -21.425360 9.754370 -11.792380 2.882 0.695 0.680
O -20.778110 10.527480 -11.071010 -0.843 -0.814 -0.444
O -22.434200 10.026710 -12.355250 -1.929 0.370 -0.417
H -19.164970 5.083910 -12.803970 0.030 -0.056 -0.500
H -21.592980 5.246250 -12.456480 0.031 -0.216 -0.203
H -22.691390 7.233590 -11.904400 -0.048 0.891 -0.129
H -18.839580 9.305540 -11.958420 0.022 0.205 -0.559
H -17.765900 7.098820 -12.850430 0.177 0.135 0.237
C -22.573330 5.341770 -16.052690 2.137 -0.848 -0.843
C -21.181240 5.704880 -16.221250 -2.832 -1.721 0.005
C -20.273120 4.712940 -16.556140 0.203 0.477 -0.684
C -20.670060 3.392380 -16.877090 -1.120 0.842 1.583
C -22.034620 3.022150 -16.725710 0.023 1.251 0.604
C -23.005750 4.000290 -16.288600 2.160 1.091 -0.642
N -19.626350 2.467110 -17.351950 1.638 -1.005 -4.656
O -18.423370 2.810400 -17.364230 -2.141 -0.082 1.520
O -19.958740 1.518510 -18.133440 -0.394 1.682 2.788
H -23.165810 6.219130 -15.839150 -0.822 -0.486 0.139
H -20.994160 6.768400 -16.202980 0.746 -0.122 0.253
H -19.273790 5.088780 -16.718930 0.339 -0.614 -0.039
H -22.364820 2.006350 -16.885490 0.145 -0.035 -0.244
H -24.065880 3.794160 -16.295070 0.065 -0.373 0.238
C -12.950700 2.307090 -20.427690 -0.569 -0.670 2.151
C -12.353360 3.517610 -20.557970 2.289 -0.093 0.750
C -12.505890 4.244330 -21.686870 0.301 0.965 -1.937
C -13.328900 3.766860 -22.677010 -1.991 -0.476 -0.145
C -14.116740 2.599580 -22.473470 -0.132 1.514 0.786
C -13.942240 1.931760 -21.262650 -0.714 -0.656 -2.280
N -13.606790 4.580230 -23.901460 1.733 1.681 -0.712
O -13.182030 5.737030 -24.076080 0.011 -1.057 1.931
O -14.170390 4.041680 -24.800550 -1.420 -1.695 -0.792
H -12.823730 1.675150 -19.561120 0.448 0.182 0.268
H -11.545020 3.801940 -19.900590 -0.230 0.104 0.385
H -11.888360 5.099270 -21.919540 -0.157 0.308 0.258
H -15.010010 2.373850 -23.036950 0.413 -0.032 -0.643
H -14.538890 1.054430 -21.060920 -0.050 -0.048 0.033
C -14.947750 1.542920 -10.177970 0.866 -0.473 0.711
C -15.331930 0.280870 -9.662770 -0.491 1.305 -0.742
C -14.452190 -0.747300 -9.696480 3.160 -1.085 0.526
C -13.092020 -0.488670 -10.062930 -0.044 -0.356 0.648
C -12.674330 0.776490 -10.411100 0.633 -1.564 -1.545
C -13.605630 1.754830 -10.550550 -2.020 1.279 0.574
N -12.031850 -1.571030 -9.957430 0.509 -2.027 0.867
O -10.783130 -1.339270 -9.943090 -3.863 -0.083 -0.367
O -12.512870 -2.729570 -9.796420 1.387 2.548 -0.534
H -15.624380 2.384490 -10.196000 -0.223 -0.057 -0.125
H -16.314500 0.044920 -9.281610 -0.234 0.391 -0.175
H -14.659580 -1.715050 -9.264220 -0.264 -0.082 -0.258
H -11.735510 0.881890 -10.934460 0.599 0.283 0.677
H -13.292220 2.735590 -10.876540 0.030 0.111 -0.315

***

No. 2
11
Properties=species:S:1:pos:R:3:forces:R:3 method="wB97M-V/def2-TZVPD" e_homo_ha=-0.3054 energy_ev=-16551.5460 orbital_gap_ev=8.173 e_above_lowest_kcal_mol=58.1 largest_force_ha_per_bohr=0.101 spin_multiplicity=1
C 0.536675 1.151094 -0.087427 3.199 -3.570 1.398
C 1.860734 0.664506 0.183068 -1.416 4.902 -0.923
C 1.884195 -0.700389 0.045072 1.693 -2.279 1.489
C 0.592558 -1.054656 -0.197540 -0.051 -1.941 -0.104
H -2.031864 -1.020141 1.375890 0.314 2.568 -2.975
H 0.157415 2.089032 -0.187695 -0.934 2.406 0.054
H 2.629420 1.448591 0.314457 -0.139 -1.068 -0.002
H 2.758720 -1.446690 0.376379 -2.214 1.871 -1.282
H 0.377501 -2.103855 -0.354138 -1.103 0.326 0.108
N -0.253857 0.035968 -0.234144 0.181 -0.597 -0.179
S -1.959947 0.026122 0.028442 0.470 -2.617 2.416

***

No. 3
14
Properties=species:S:1:pos:R:3:forces:R:3 method="wB97M-V/def2-TZVPD" e_homo_ha=-0.3559 energy_ev=-8832.1483 orbital_gap_ev=9.961 e_above_lowest_kcal_mol=93.5 largest_force_ha_per_bohr=0.057 spin_multiplicity=1
C 1.337811 -0.998072 0.285149 -0.126 -0.080 -0.584
C 0.800403 0.398644 0.304806 -0.604 -0.484 2.036
N 1.443589 1.479801 0.197029 -0.678 0.309 -0.714
H 2.394682 1.371451 -0.158526 -0.031 -0.225 0.283
H -0.606616 1.061313 -1.134484 -2.522 -0.677 -1.037
H 1.070384 -1.519853 1.202956 -0.085 0.114 0.034
H 0.872949 -1.546963 -0.535276 0.018 -0.133 -0.018
H 2.419805 -1.016755 0.161847 -0.018 0.079 -0.053
C -0.663276 0.556447 0.995911 2.770 -0.101 0.955
C -1.585710 0.490501 -1.309028 2.191 0.614 -0.048
C -2.377787 -0.408298 -1.379196 0.222 0.489 -0.020
O -1.121140 -0.298402 1.697360 -0.152 0.132 -0.482
H -0.904442 1.625007 1.054720 -0.632 0.151 -0.266
H -3.080651 -1.194821 -1.383266 -0.352 -0.189 -0.083

***

| no. | LUMO level (eV) |
| --- | --- |
| 1 | 0.01 |
| 2 | -0.14 |
| 3 | 0.28 |